ORCA calculation (ωB97M-V/def2-TZVPD) on an isolated ion of composition C2H4N and charge +1.

XYZ file:
```
7
Properties=species:S:1:pos:R:3:mulliken_charge:R:1
C 1.690 0.032 -0.065 -0.251
C 0.404 0.152 0.136 -0.060
N -0.924 -0.023 -0.062 -0.299
H 2.689 -0.098 0.284 0.365
H -1.095 -0.788 -0.757 0.386
H -1.558 0.764 -0.499 0.420
H -1.207 -0.039 0.964 0.440
```

**DFT total energy**: -132.9431 Ha
**Energy above the lowest of the compared OMol25 structures with the same formula, charge and spin**: 189.24 kJ/mol
**Kohn-Sham gap**: 11.021 eV
**Charge**: +1
**LUMO level**: -4.91 eV
**SMILES string**: C#C[NH3+]